(1)
Entry from the Open Molecules 2025 dataset: C21H25N3O3S2 as an isolated structure (ωB97M-V/def2-TZVPD).

* Kohn-Sham gap: 7.87 eV
* spin multiplicity: 1
* molecular weight: 431.58 g mol⁻¹
* relative energy (zero: lowest compared OMol25 entry of this formula, charge and spin): 18.470 eV
* HOMO energy: -8.04 eV

Element x y z (Å)
C1 -8.12686 -0.95577 -2.17701
C2 -6.94048 -0.89218 -1.19828
H1 -5.95019 -0.88996 -1.68350
H2 -7.15411 -1.73838 -0.51414
C3 -7.14105 0.25755 -0.57212
H3 -7.15040 1.20394 -1.05070
O1 -6.28353 0.39411 0.76764
C4 -4.91823 0.79880 0.16082
C5 -4.46911 1.12624 -1.07672
C6 -3.03034 1.30902 -1.17510
C7 -2.23376 1.49264 -0.08646
C8 -2.75856 1.07787 1.06238
C9 -3.97267 0.54517 1.23546
H4 -4.35580 0.57249 2.36422
H5 -1.98361 0.91641 1.86904
N1 -0.88756 1.50235 -0.24910
C10 0.27705 1.21775 0.50722
O2 0.13852 1.01318 1.70441
C11 1.69592 1.76458 -0.27651
H6 1.52439 1.57906 -1.17746
H7 1.81625 2.68828 -0.07601
C12 2.54437 0.85058 0.56057
N2 2.91150 -0.35440 -0.26044
C13 4.16748 -0.56668 -0.40808
S1 4.93442 -1.71343 -1.58340
N3 4.98349 0.51735 -0.11901
C14 4.05164 1.21836 0.44081
O3 4.36791 2.65384 0.83468
C15 6.23959 0.68134 -0.16879
C16 6.66223 1.26035 -1.58304
H8 7.70830 1.57435 -1.79960
H9 6.27897 0.58466 -2.55935
H10 6.14485 2.28873 -1.76533
H11 6.60534 1.28076 0.48524
H12 6.79065 -0.30962 -0.14959
C17 1.95513 -1.22065 -0.68243
C18 0.97164 -1.73254 0.19745
C19 1.18413 -1.97201 1.94971
C20 -0.01355 -2.18378 2.43884
C21 -1.22863 -2.03092 1.75462
S2 -0.67185 -1.87890 0.18002
H13 -2.27492 -2.21792 2.18848
H14 -0.10372 -2.47733 3.50690
H15 2.12224 -2.14985 2.14047
H16 2.35742 -2.26066 -1.10363
H17 1.52021 -1.11230 -1.60534
H18 2.41872 0.43722 1.48108
H19 -0.49586 1.64717 -1.29457
H20 -2.68452 1.69295 -2.26031
H21 -5.20341 1.22760 -1.78498
H22 -8.09620 0.54803 0.06006
H23 -8.09234 -1.85616 -2.84916
H24 -7.87832 -0.08432 -3.07846
H25 -9.09743 -0.96269 -1.71196

Forces on the atoms, in the same order (eV/Å):
C 2.181 0.575 -4.898
C -0.946 -6.218 -3.165
H -0.493 -0.694 0.083
H 0.980 0.249 -0.233
C -2.772 7.736 9.850
H 1.086 0.735 -1.190
O 2.733 1.572 -6.019
C -1.220 -3.089 5.928
C 2.374 -0.172 2.148
C -2.260 2.783 -4.558
C -0.157 -1.963 -2.646
C 2.491 -1.713 5.256
C -3.353 2.813 1.406
H 0.625 -1.038 -2.738
H -1.253 0.589 -0.591
N 6.431 1.119 -4.809
C -3.291 3.436 0.865
O 1.588 -0.336 -1.289
C -3.240 -6.650 9.531
H -0.333 -2.014 -7.839
H 0.785 6.531 1.680
C 7.062 -0.921 -5.744
N -1.728 0.334 1.531
C 5.036 -4.397 -6.532
S -1.652 0.974 2.453
N -11.083 -2.875 2.258
C 0.922 15.490 5.176
O -1.657 -8.273 -2.044
C 8.451 -3.394 -7.053
C -1.754 1.194 -3.333
H -0.394 -0.936 0.810
H 1.105 1.555 3.013
H 0.417 -1.730 0.593
H 1.957 3.873 4.606
H -0.843 0.903 0.390
C -0.070 -6.360 -2.429
C -2.190 -0.943 9.557
C -2.872 1.434 -8.593
C -2.327 -0.595 4.741
C 1.247 -0.811 0.173
S -2.018 1.161 -3.149
H 1.904 0.244 -1.389
H 0.182 0.319 -0.587
H 4.693 -0.765 1.978
H 0.799 1.961 1.190
H -1.196 2.042 -2.591
H -1.665 0.082 2.991
H -2.073 -0.245 3.043
H -0.464 -1.263 2.500
H -0.857 0.388 -2.388
H 0.730 -1.892 -1.674
H 0.076 0.498 0.880
H -1.464 -1.955 2.743
H -0.231 0.655 0.110

Quick look at the Löwdin charges, all values in e: C -0.10; C -0.31; H 0.13; H 0.15; C -0.30; H 0.11; O -0.11; C -0.19; C -0.03; C 0.00; C -0.34; C -0.10; C -0.01; H 0.17; H 0.13; N 0.10; C -0.35; O 0.05; C 0.10; H 0.04; H 0.06; C -0.08; N -0.05; C -0.58; S 0.58; N -0.07; C -0.13; O -0.14; C -0.27; C -0.07; H 0.06; H 0.10; H 0.09; H 0.07; H 0.14; C -0.30; C -0.42; C -0.01; C -0.32; C -0.38; S 1.03; H 0.12; H 0.12; H 0.03; H 0.15; H 0.11; H 0.13; H 0.20; H 0.16; H 0.07; H 0.17; H 0.07; H 0.15; H 0.06

(2)
Entry from the Open Molecules 2025 dataset: C21H25N7O8TeV as an isolated structure (ωB97M-V/def2-TZVPD).

* Kohn-Sham gap (spin up / spin down): 4.31 / 4.24 eV
* spin multiplicity: 2
* molecular weight: 682.02 g mol⁻¹
* relative energy (zero: lowest compared OMol25 entry of this formula, charge and spin): 1.367 eV
* HOMO energy (spin up / spin down): -6.46 / -6.46 eV

Element x y z (Å)
V1 0.98024 -0.39779 0.84790
O1 3.12592 2.45817 2.78504
C1 2.32286 1.65491 2.36735
O2 2.50854 0.72864 1.48672
C2 0.89045 1.61083 2.86877
C3 0.26690 2.41294 3.80532
C4 -1.06059 2.15170 4.13067
C5 -1.70424 1.05989 3.54989
C6 -1.00253 0.30210 2.63992
N1 0.25601 0.60050 2.27686
C7 -1.41448 -0.94773 1.91758
O3 -2.48973 -1.47026 1.99709
O4 -0.39842 -1.35463 1.19249
H1 0.81989 3.22456 4.25579
H2 -1.58736 2.77891 4.83588
H3 -2.72475 0.79800 3.79005
O5 3.50921 -0.48217 -2.16208
C8 2.64108 -0.23130 -1.36486
O6 2.15891 -1.02480 -0.47049
C9 1.97631 1.13171 -1.31575
C10 2.29966 2.17055 -2.16861
C11 1.59163 3.35589 -2.05871
C12 0.57609 3.44320 -1.11493
C13 0.32692 2.35797 -0.29608
N2 1.01683 1.22250 -0.39143
H4 3.10358 2.03282 -2.87726
H5 1.83425 4.20069 -2.68751
H6 -0.00915 4.34375 -1.00017
H7 -0.44461 2.40557 0.46340
C14 -1.74886 -1.79849 -1.28648
N3 -2.82202 -2.07632 -2.23344
C15 -2.36428 -1.72299 -3.57240
N4 -1.98620 -0.30908 -3.65631
C16 -0.92928 -0.05711 -2.68096
N5 -1.34681 -0.36840 -1.30449
C17 -2.54317 0.43412 -1.00400
N6 -3.63165 0.18354 -1.94235
C18 -3.96571 -1.24400 -1.88155
C19 -3.15279 0.49231 -3.29067
H8 -0.87626 -2.40459 -1.53309
H9 -2.10505 -2.06939 -0.29537
H10 -3.16306 -1.91614 -4.29201
H11 -1.49790 -2.33928 -3.81863
H12 -0.65373 1.00213 -2.74521
H13 -0.05987 -0.67242 -2.92821
H14 -2.28538 1.49843 -1.05619
H15 -2.89517 0.19553 0.00309
H16 -4.79148 -1.44581 -2.56751
H17 -4.27938 -1.48606 -0.86333
H18 -2.88271 1.55161 -3.33474
H19 -3.95656 0.30069 -4.00514
C20 4.21860 -1.81033 1.69793
Te1 2.20009 -2.37952 2.01224
C21 2.18135 -1.62021 4.05841
H20 4.35065 -0.81910 2.12428
H21 4.38113 -1.77685 0.62449
H22 4.88650 -2.53316 2.15816
H23 2.91435 -2.15975 4.65519
H24 1.18809 -1.79212 4.47403
H25 2.40852 -0.55352 4.07626
O7 1.10432 -3.20297 -1.53893
N7 2.10649 -3.84583 -1.24494
O8 2.62777 -3.79207 -0.11099

Forces on the atoms, in the same order (eV/Å):
V 3.842 -0.533 -3.217
O -0.195 -0.047 -0.015
C 0.217 0.385 0.271
O 0.215 -0.137 0.369
C 0.289 -0.207 -0.255
C -0.134 0.086 0.067
C 0.235 -0.125 -0.208
C -0.093 -0.052 -0.034
C 0.200 0.109 -0.046
N -1.869 1.812 2.994
C -1.464 0.191 0.934
O 0.282 0.095 0.016
O -2.127 -1.869 0.019
H 0.063 -0.008 -0.010
H 0.017 -0.002 0.042
H -0.004 -0.049 0.009
O -0.177 0.135 0.149
C 0.640 0.735 -0.913
O -0.169 -0.095 0.431
C -0.039 -0.193 -0.317
C -0.019 0.030 0.109
C 0.023 -0.111 0.091
C 0.040 -0.015 -0.003
C -0.144 0.188 0.048
N -0.072 0.925 -0.963
H -0.016 -0.073 -0.015
H -0.043 0.016 -0.048
H -0.012 0.012 0.011
H -0.021 -0.026 -0.033
C 0.087 -0.257 -0.147
N -0.141 -0.083 0.027
C 0.043 -0.066 -0.001
N 0.021 0.088 -0.139
C 0.094 0.036 -0.064
N -0.090 -0.021 0.116
C 0.026 0.019 -0.141
N -0.215 0.216 0.104
C 0.048 -0.023 -0.078
C 0.073 -0.002 0.017
H -0.031 0.038 0.095
H 0.044 0.037 -0.011
H 0.024 -0.013 0.001
H -0.022 0.007 -0.030
H 0.032 -0.022 0.061
H -0.020 0.006 0.024
H 0.022 -0.031 0.030
H 0.010 0.021 -0.019
H 0.014 0.020 0.004
H -0.036 -0.014 -0.034
H -0.037 -0.015 -0.020
H 0.025 0.017 0.015
C -0.084 0.095 -0.036
Te 0.847 -1.323 0.905
C -0.033 0.400 -0.302
H -0.002 -0.035 0.043
H -0.099 -0.128 -0.026
H -0.100 -0.065 0.035
H 0.008 -0.033 -0.077
H 0.000 -0.020 -0.003
H 0.062 -0.023 0.116
O -0.269 0.480 1.231
N 0.844 -1.506 -1.993
O -0.613 1.017 0.813

Quick look at the Löwdin charges, all values in e: V 0.84; O 0.12; C -0.56; O -0.14; C -0.14; C 0.05; C 0.01; C 0.05; C -0.12; N 0.02; C -0.50; O 0.16; O -0.20; H 0.14; H 0.12; H 0.14; O 0.15; C -0.53; O -0.22; C -0.15; C 0.04; C -0.02; C -0.02; C -0.10; N 0.02; H 0.13; H 0.12; H 0.11; H 0.12; C -0.16; N -0.08; C -0.16; N -0.08; C -0.17; N -0.08; C -0.18; N -0.09; C -0.17; C -0.18; H 0.10; H 0.11; H 0.13; H 0.13; H 0.12; H 0.14; H 0.11; H 0.12; H 0.13; H 0.13; H 0.12; H 0.13; C -0.31; Te 1.62; C -0.37; H 0.01; H 0.02; H 0.02; H 0.01; H 0.00; H -0.01; O -0.15; N -0.28; O -0.33

(3)
Entry from the Open Molecules 2025 dataset: C21H26AsF6GdN5O2S as an isolated structure (ωB97M-V/def2-TZVPD).

* Kohn-Sham gap (spin up / spin down): 8.07 / 5.86 eV
* spin multiplicity: 7
* molecular weight: 758.70 g mol⁻¹
* relative energy (zero: lowest compared OMol25 entry of this formula, charge and spin): 0.000 eV
* HOMO energy (spin up / spin down): -14.78 / -14.80 eV
* net charge: +2

Element x y z (Å)
Gd1 -0.32128 -0.90617 -0.63669
C1 2.24860 -3.06763 -1.56654
C2 2.92125 -1.72181 -1.16698
N1 2.22578 -1.00199 -0.02160
C3 2.45814 -1.71392 1.27276
C4 1.19677 -1.98046 2.10233
N2 0.06867 -2.52514 1.28486
C5 0.37091 -3.87606 0.75125
C6 0.06281 -4.07099 -0.70793
N3 0.72350 -3.03939 -1.56979
H1 2.61457 -3.84792 -0.88155
H2 2.59039 -3.29498 -2.55772
H3 2.92619 -1.05942 -2.01625
H4 3.97076 -1.91403 -0.94263
H5 2.69642 -0.09804 0.05194
H6 3.14574 -1.11533 1.91960
H7 2.98210 -2.65529 1.10035
H8 0.85244 -1.07671 2.61173
H9 1.49536 -2.66621 2.94069
H10 -0.77065 -2.52410 1.87475
H11 -0.24852 -4.59819 1.30491
H12 1.43223 -4.12971 0.99239
H13 -1.00326 -4.00721 -0.88096
H14 0.37262 -5.04566 -1.05039
H15 0.39162 -3.20893 -2.50913
O1 -1.59318 -0.42195 1.51016
S1 -1.87085 1.00793 1.49337
O2 -3.19838 1.47448 1.18308
N4 -0.76012 1.40168 0.35797
C7 -0.79376 2.57288 -0.35681
C8 -1.45852 3.77557 0.00995
C9 -1.39277 4.87721 -0.82515
C10 -0.73188 4.82831 -2.05160
C11 -0.05184 3.61919 -2.42701
C12 0.55292 3.47933 -3.69336
C13 1.09351 2.26702 -4.05710
C14 0.92805 1.17501 -3.22041
N5 0.32947 1.24672 -2.00585
C15 -0.12033 2.46735 -1.61105
C16 -1.33675 1.51711 3.11651
C17 -2.26459 1.54587 4.17707
C18 -1.76124 1.62397 5.49663
C19 -0.38359 1.74242 5.68355
C20 0.50403 1.74254 4.60853
C21 0.02090 1.72784 3.30459
H16 -2.07629 3.76834 0.90368
H17 -1.92727 5.81769 -0.58485
H18 -0.62579 5.70715 -2.70869
H19 0.57405 4.33209 -4.35209
H20 1.73143 2.16767 -4.94528
H21 1.30007 0.18639 -3.48041
H22 -3.32055 1.53131 3.97814
H23 -2.39901 1.58235 6.36103
H24 -0.01340 1.89318 6.68307
H25 1.58350 1.67653 4.85183
H26 0.67276 1.88343 2.43561
F1 -2.29945 -2.14650 -1.50186
As1 -2.50100 -1.27454 -3.18889
F2 -0.62894 -1.24942 -3.01206
F3 -2.22279 -2.78867 -4.02378
F4 -2.41222 -0.32977 -4.64687
F5 -4.22248 -1.42616 -3.07767
F6 -2.32687 0.14374 -2.08340

Forces on the atoms, in the same order (eV/Å):
Gd -0.825 0.299 -0.073
C -0.689 0.371 1.078
C -0.908 -0.257 0.364
N 0.369 -0.675 -0.463
C 0.326 0.400 0.834
C 0.027 -0.344 0.475
N 0.728 0.334 -0.192
C 0.260 -0.928 1.197
C 0.626 0.580 -0.499
N 0.948 0.295 0.888
H -0.298 0.093 -0.346
H 0.219 -0.301 -0.448
H -0.177 0.422 -0.336
H 0.024 -0.052 0.195
H -0.313 -0.154 -0.088
H -0.470 -0.422 -0.514
H -0.035 0.086 -0.210
H -0.109 0.093 -0.281
H -0.332 0.316 -0.748
H 0.359 -0.099 -0.357
H 0.340 0.027 -0.138
H -0.841 0.167 -0.261
H -0.304 0.121 -0.100
H 0.124 -0.566 0.181
H 0.024 0.178 -0.205
O -0.177 -1.241 -0.681
S -1.069 1.151 1.179
O 1.096 -0.350 0.181
N -0.078 1.941 -1.090
C -0.361 -1.849 1.605
C -0.130 -0.115 -0.214
C -0.735 0.954 -0.102
C 0.958 -0.345 0.245
C -0.445 -0.353 -0.648
C -0.008 -0.053 0.400
C 0.721 0.243 -0.496
C -0.310 -0.239 1.538
N 0.601 0.502 -0.860
C 0.446 0.146 -1.104
C -0.650 0.757 -0.013
C 0.991 -0.216 0.390
C 0.374 0.235 -1.393
C -0.424 -0.119 -0.302
C 0.625 0.019 0.426
C 0.487 -0.411 0.032
H 0.236 0.206 -0.059
H 0.395 -0.815 0.090
H -0.326 -0.515 0.423
H 0.183 0.112 -0.155
H -0.692 -0.009 0.220
H -0.092 0.259 -0.179
H -0.259 -0.297 -0.042
H -0.343 0.183 -0.002
H 0.186 -0.309 0.192
H -0.741 0.590 -0.480
H -0.107 -0.427 0.448
F 0.256 0.505 -0.901
As 0.021 -0.996 -0.276
F -0.669 0.323 -0.223
F -0.502 1.383 1.007
F -0.125 -0.694 1.693
F 1.934 0.398 -0.053
F -0.339 -0.535 -0.748

Quick look at the Löwdin charges, all values in e: Gd 1.81; C -0.12; C -0.16; N -0.13; C -0.18; C -0.18; N -0.15; C -0.18; C -0.19; N -0.14; H 0.12; H 0.12; H 0.10; H 0.13; H 0.12; H 0.15; H 0.11; H 0.10; H 0.15; H 0.12; H 0.15; H 0.13; H 0.11; H 0.14; H 0.11; O -0.41; S 0.65; O -0.23; N -0.16; C -0.20; C 0.06; C 0.00; C 0.08; C -0.11; C 0.05; C 0.00; C -0.08; N 0.02; C -0.16; C -0.28; C -0.01; C -0.02; C -0.05; C -0.06; C -0.09; H 0.13; H 0.15; H 0.15; H 0.14; H 0.14; H 0.11; H 0.12; H 0.12; H 0.12; H 0.13; H 0.11; F -0.37; As 0.99; F -0.39; F -0.21; F -0.19; F -0.17; F -0.30

What is the formula in the first record?
C21H25N3O3S2

The lowest spin multiplicity belongs to which entry?
C21H25N3O3S2

What is the relative energy (zero: lowest compared OMol25 entry of this formula, charge and spin) in the first record?
18.470 eV

The highest molecular weight belongs to which entry?
C21H26AsF6GdN5O2S